A structure of composition C30H38N5OP2Pt. Source: OMol25; level of theory: ωB97M-V/def2-TZVPD.

Structure (XYZ):
```
77
Properties=species:S:1:pos:R:3:mulliken_charge:R:1
Pt 1.33 -0.04 0.01 2.41
O 4.12 -3.21 -0.94 -0.74
C 3.24 -2.47 -0.51 0.15
N 2.43 -1.64 -1.16 -0.53
C 2.91 -1.22 -2.44 -1.56
C 3.15 0.27 -2.37 0.83
C 3.74 0.96 -3.42 -1.03
C 4.02 2.30 -3.29 -0.38
C 3.72 2.94 -2.09 -0.80
C 3.11 2.21 -1.10 -0.23
N 2.81 0.91 -1.23 -0.13
C 3.14 -2.32 0.99 0.55
C 3.55 -3.36 1.82 -0.66
C 3.60 -3.14 3.19 -0.51
C 3.31 -1.87 3.68 -0.49
C 2.92 -0.89 2.78 -0.67
N 2.80 -1.11 1.47 -0.23
H 2.24 -1.45 -3.28 0.35
H 3.86 -1.71 -2.67 0.64
H 3.99 0.42 -4.33 0.50
H 4.49 2.85 -4.10 0.45
H 3.95 3.99 -1.93 0.47
H 2.85 2.66 -0.15 0.60
H 3.84 -4.29 1.37 0.52
H 3.90 -3.93 3.86 0.44
H 3.39 -1.64 4.73 0.51
H 2.71 0.11 3.12 0.52
C -0.08 -2.72 1.64 -1.80
P -0.26 -0.98 1.24 0.77
C -1.73 -0.96 0.17 -0.09
N -2.68 -1.85 0.33 -0.37
C -3.74 -1.77 -0.51 0.27
C -4.80 -2.70 -0.38 -0.45
C -5.88 -2.61 -1.20 -0.60
C -5.95 -1.60 -2.20 -0.52
C -4.94 -0.70 -2.35 -0.64
C -3.81 -0.77 -1.50 0.25
N -2.80 0.12 -1.67 -0.05
C -1.78 0.01 -0.85 -0.25
P -0.30 1.07 -1.09 0.68
C 0.03 0.72 -2.84 -1.73
C -0.98 2.82 -1.05 1.94
C 0.14 3.77 -0.63 -1.67
C -1.49 3.21 -2.44 -1.84
C -2.15 2.92 -0.06 -1.61
C -0.76 -0.14 2.86 2.15
C -0.26 -0.97 4.05 -1.95
C -2.29 -0.06 2.94 -1.78
C -0.15 1.26 2.96 -1.10
H -1.02 -3.09 2.06 0.57
H 0.74 -2.87 2.34 0.34
H 0.13 -3.26 0.72 0.47
H -4.73 -3.46 0.39 0.49
H -6.70 -3.32 -1.11 0.41
H -6.82 -1.55 -2.85 0.41
H -4.97 0.07 -3.11 0.48
H -0.88 0.85 -3.42 0.66
H 0.35 -0.32 -2.90 0.37
H 0.81 1.36 -3.24 0.21
H 1.01 3.69 -1.28 0.41
H 0.46 3.58 0.40 0.22
H -0.22 4.80 -0.68 0.54
H -0.68 3.25 -3.18 0.37
H -1.91 4.22 -2.36 0.51
H -2.27 2.54 -2.80 0.25
H -1.90 2.55 0.93 0.08
H -3.03 2.39 -0.42 0.34
H -2.41 3.98 0.05 0.58
H -0.80 -1.91 4.15 0.37
H -0.44 -0.39 4.97 0.57
H 0.80 -1.19 4.00 0.29
H -2.77 -1.02 2.73 0.30
H -2.70 0.67 2.24 0.31
H -2.57 0.24 3.95 0.53
H 0.94 1.22 2.88 -0.13
H -0.42 1.69 3.93 0.64
H -0.49 1.92 2.18 -0.17
```

## Properties
energy relative to the best compared isomer or geometry (same formula, charge and spin): 24.6 kcal per mole
net charge: +1
gap between HOMO and LUMO: 6.9612 eV
HOMO energy: -10.34 eV
LUMO level: -3.4 eV